# 1
98
Properties=species:S:1:pos:R:3:lowdin_charge:R:1 method="wB97M-V/def2-TZVPD" e_tot_ev=-77267.7304 gap_ev=7.554 relative_energy_kcal_mol=5.9
Zr -0.11839 -0.32701 0.80596 1.07
C -2.19960 3.22779 -0.10107 -0.04
C -1.09715 3.86600 -0.95826 -0.37
C -0.24343 4.80361 -0.10787 -0.05
C -0.30329 2.77261 -1.64493 -0.20
C -0.78258 2.21030 -2.82417 -0.05
C -0.14075 1.14512 -3.43294 -0.06
C 1.00295 0.58793 -2.87406 -0.28
C 1.68084 -0.58821 -3.52194 -0.05
C 1.52454 1.17601 -1.72395 -0.08
C 0.89131 2.27095 -1.12981 -0.05
H -2.83038 3.99299 0.35455 0.09
H -1.75679 2.63910 0.70864 0.06
H -2.83613 2.57123 -0.69857 0.07
H -1.57567 4.45926 -1.74390 0.13
H 0.18363 4.28241 0.75034 0.06
H -0.85841 5.61459 0.28441 0.09
H 0.57120 5.24076 -0.68760 0.09
H -1.69195 2.60588 -3.26591 0.12
H -0.55441 0.71706 -4.33905 0.12
H 2.31499 -0.26402 -4.35009 0.09
H 0.93910 -1.28103 -3.92374 0.07
H 2.31045 -1.11282 -2.80187 0.06
H 2.46682 0.82190 -1.32117 0.09
H 1.38152 2.75519 -0.29984 0.09
S -0.05259 -1.88064 2.66053 0.64
C 1.39921 -2.88365 2.57722 -0.66
C 1.54891 -3.97128 3.43560 -0.12
C 2.66838 -4.78766 3.36497 -0.10
C 3.66377 -4.51927 2.43334 -0.11
C 3.52521 -3.44314 1.56773 -0.14
C 2.39360 -2.62708 1.62104 -0.70
S 2.20767 -1.30840 0.47486 0.60
H 0.77207 -4.16351 4.16568 0.10
H 2.77097 -5.62287 4.04578 0.10
H 4.54919 -5.14026 2.38455 0.10
H 4.29665 -3.21873 0.84119 0.10
C 1.34553 -3.92896 -1.87860 0.01
N 0.36186 -4.65539 -1.03533 -0.17
C 1.03349 -5.60082 -0.10934 0.02
C -0.51015 -3.69611 -0.25979 -0.12
C -1.33176 -2.79250 -1.14387 -0.27
C -2.21928 -3.42755 -2.01641 -0.07
C -3.08426 -2.69264 -2.80891 -0.09
C -3.08620 -1.31152 -2.67732 -0.08
C -2.21272 -0.70037 -1.79128 -0.13
C -1.26841 -1.39289 -1.01615 -0.17
H 1.95571 -4.64752 -2.42166 0.11
H 1.95992 -3.31017 -1.22508 0.05
H 0.80766 -3.28589 -2.56857 0.09
H -0.25405 -5.18231 -1.65429 0.16
H 1.66284 -5.03202 0.57502 0.08
H 1.64184 -6.30069 -0.67810 0.11
H 0.28355 -6.14157 0.46314 0.11
H 0.16765 -3.13225 0.36941 0.03
H -1.15001 -4.31034 0.37549 0.15
H -2.27527 -4.51548 -2.04926 0.11
H -3.77325 -3.18762 -3.48092 0.10
H -3.78751 -0.71731 -3.25131 0.10
H -2.27419 0.37706 -1.69149 0.07
C 1.92295 7.37782 6.09341 -0.08
C 0.79684 6.38993 5.78648 -0.56
C -0.40853 7.18505 5.26319 -0.05
C 0.41132 5.68289 7.09299 -0.05
C 1.20385 5.34956 4.74077 -0.17
C 2.45920 5.35208 4.13320 -0.03
C 2.83112 4.40978 3.17036 0.02
C 1.90035 3.45892 2.83350 -0.23
O 1.98012 2.43868 1.92388 0.08
B 0.73811 1.76066 1.94421 -0.51
O -0.07203 2.40864 2.90026 0.09
C 0.64716 3.44003 3.42859 -0.21
C 0.27719 4.36375 4.37445 0.06
H 1.58310 8.09021 6.84729 0.08
H 2.21224 7.94397 5.20627 0.08
H 2.80464 6.86843 6.48649 0.09
H -0.72088 7.93181 5.99707 0.08
H -1.25877 6.53228 5.06207 0.08
H -0.15078 7.69975 4.33547 0.09
H 0.12354 6.41729 7.84878 0.08
H 1.25357 5.10393 7.47640 0.09
H -0.42794 5.00175 6.94895 0.08
H 3.18582 6.10402 4.40557 0.10
H 3.80956 4.42823 2.70924 0.12
H -0.71122 4.31601 4.81368 0.13
O -3.38808 -1.29822 1.59052 0.10
B -2.40869 -0.33561 1.92032 -0.55
O -2.91683 0.49408 2.92905 0.12
C -4.18207 0.04677 3.20325 -0.21
C -5.09095 0.53212 4.11335 0.00
C -6.32315 -0.11836 4.18779 -0.10
C -6.61070 -1.20771 3.37400 -0.10
C -5.67817 -1.68983 2.45532 0.00
C -4.46675 -1.04152 2.39188 -0.22
H -4.85346 1.38051 4.74104 0.12
H -7.06643 0.23233 4.89139 0.10
H -7.57566 -1.69069 3.45379 0.10
H -5.89229 -2.53527 1.81475 0.12

# 2
103
Properties=species:S:1:pos:R:3:lowdin_charge:R:1 method="wB97M-V/def2-TZVPD" e_tot_ev=-72235.4272 gap_ev=3.758 relative_energy_kcal_mol=30.5
Na 0.23743 -0.28595 -0.16680 0.29
C 0.45943 -0.73335 4.41020 -0.04
N -0.35567 -0.12555 3.38190 -0.12
C -1.42907 -0.95185 2.88200 -0.03
C 0.04203 0.99605 2.72260 -0.34
N -0.44167 1.23505 1.55290 0.16
C -0.06917 2.32735 0.70890 -0.32
C 0.29043 3.64755 1.37380 -0.09
C -0.03187 4.73405 0.41000 -0.11
C -0.01827 4.23675 -2.01850 -0.02
C 0.44293 3.05195 -2.37570 0.00
C -0.03007 1.97435 -1.43870 -0.37
N -0.29177 0.72575 -2.07210 0.15
C -0.68027 0.62535 -3.29420 -0.37
N -1.30657 1.60695 -4.03390 -0.16
C -2.40717 2.37955 -3.52380 -0.04
C -1.05957 1.78515 -5.44340 -0.06
N -0.37687 -0.51445 -3.99230 -0.16
C -1.38287 -1.18525 -4.78300 -0.05
C 0.64673 -1.39385 -3.48680 -0.05
N 0.87763 1.86195 3.44380 -0.20
C 0.56333 2.16735 4.82260 -0.07
C 2.27313 2.01015 3.10770 -0.04
H 0.63653 -1.78165 4.16090 0.08
H -0.03197 -0.69155 5.38480 0.10
H 1.42533 -0.24825 4.47960 0.08
H -1.23887 -1.99255 3.13350 0.10
H -1.49937 -0.86155 1.80230 0.04
H -2.38147 -0.65135 3.32820 0.10
H 0.10973 3.73935 2.43300 0.14
H -0.33527 5.71225 0.76130 0.14
H 0.19323 5.18305 -2.48530 0.12
H 1.09643 2.83485 -3.20180 0.13
H -2.59767 2.11185 -2.49050 0.08
H -3.31067 2.16875 -4.11040 0.10
H -2.19707 3.45085 -3.58580 0.09
H -0.22067 1.17035 -5.75360 0.09
H -0.81307 2.83605 -5.62830 0.09
H -1.93557 1.53335 -6.05130 0.09
H -2.21427 -0.52065 -4.99530 0.08
H -1.77027 -2.05595 -4.24230 0.09
H -0.94977 -1.53495 -5.72300 0.09
H 1.38833 -0.80085 -2.96060 0.07
H 1.11393 -1.90565 -4.32930 0.10
H 0.23883 -2.14425 -2.80070 0.08
H -0.46617 1.89305 5.03760 0.10
H 0.67103 3.24725 4.97010 0.09
H 1.22613 1.66545 5.53870 0.09
H 2.44673 1.70895 2.07940 0.08
H 2.90963 1.40105 3.76580 0.09
H 2.57283 3.05545 3.22240 0.09
C 5.57433 -2.93465 -0.54630 -0.07
C 4.25703 -3.15815 -0.92330 -0.06
C 3.36843 -2.10905 -1.00210 -0.02
C 3.78593 -0.79985 -0.71190 -0.28
C 5.12723 -0.58085 -0.35150 -0.02
C 5.99973 -1.64365 -0.26200 -0.08
N 2.81543 0.16205 -0.70770 0.09
N 3.19863 1.39985 -0.60850 0.13
C 2.19213 2.27005 -0.34950 -0.32
C 2.42083 3.57555 -0.02900 0.07
C 1.42863 4.38035 0.69450 -0.13
C -0.82697 4.17345 -0.75720 -0.18
C -1.01317 2.67025 -0.47020 -0.05
N 0.88333 1.77075 -0.28270 0.02
H 6.26213 -3.76355 -0.46650 0.11
H 3.92203 -4.16185 -1.13910 0.11
H 2.33763 -2.27825 -1.28400 0.09
H 5.44493 0.42635 -0.12080 0.10
H 7.02333 -1.47535 0.04420 0.10
H 3.42953 3.96005 -0.06280 0.12
H 1.90873 5.15895 1.28160 0.14
H -1.77487 4.71185 -0.84240 0.15
H -2.04107 2.32695 -0.41130 0.12
F -7.51107 -1.67605 -0.40820 0.15
C -6.96567 -0.45855 -0.57160 -0.59
F -7.37087 -0.02985 -1.78480 0.14
F -7.54527 0.34685 0.32730 0.14
C -5.46917 -0.48235 -0.46620 -0.10
C -4.79237 0.34125 0.42730 0.03
C -3.40977 0.26725 0.45390 -0.14
N -2.70417 -0.54415 -0.32350 0.10
C -3.35947 -1.32535 -1.16820 -0.11
C -4.73857 -1.33725 -1.28810 0.02
H -5.32647 1.00955 1.08150 0.12
H -2.83407 0.87645 1.13340 0.09
H -2.74587 -1.97765 -1.77080 0.10
H -5.23797 -1.99005 -1.98560 0.13
C -0.54947 -3.52235 0.15010 -0.06
C 0.22813 -3.96865 1.18360 -0.37
C 1.26433 -3.16395 1.75090 -0.11
C 2.05653 -3.62285 2.76120 -0.08
C 1.86253 -4.90865 3.30480 -0.29
C 0.84183 -5.72255 2.77030 -0.06
C 0.06073 -5.27505 1.74950 -0.07
C 2.66233 -5.37645 4.34810 -0.27
N 3.30913 -5.76995 5.21760 0.10
H -1.31447 -4.14715 -0.27660 0.02
H -0.40977 -2.52575 -0.25800 -0.01
H 1.42033 -2.16545 1.34210 0.08
H 2.84943 -3.00255 3.16010 0.11
H 0.69423 -6.71255 3.18200 0.11
H -0.70747 -5.91515 1.33930 0.10

# 3
97
Properties=species:S:1:pos:R:3:lowdin_charge:R:1 method="wB97M-V/def2-TZVPD" smiles="C=Cc1ccc2c(c1)N(CCCO)c1ccccc1S2.c1cc[nH]c1.c1cc[nH]c1.c1cc[nH]c1.c1cc[nH]c1.c1cc[nH]c1.c1cc[nH]c1" e_tot_ev=-66580.0155 gap_ev=7.351
C -4.01438 0.39361 -2.12299 -0.04
C -3.71611 -1.01642 -2.23086 -0.12
C -2.34669 -1.62100 -1.66274 -0.14
C -2.05541 -3.15477 -1.73711 -0.03
C -0.71254 -3.63345 -1.11201 -0.07
C 0.26243 -2.62183 -0.46478 -0.36
C 0.01520 -1.06616 -0.38100 -0.17
C -1.34355 -0.58943 -1.01398 0.06
N 0.98178 -0.13904 0.23944 -0.12
C 2.16836 0.13204 -0.63706 -0.18
C 1.79026 0.47117 -2.15898 -0.12
C 2.22027 -0.71606 -3.18394 -0.23
O 3.00966 -0.11242 -4.26094 -0.12
C 1.43609 -0.60900 1.57396 -0.17
C 1.48967 0.32605 2.83725 0.02
C 1.99648 -0.19781 4.26284 -0.05
C 2.46419 -1.67304 4.49203 -0.05
C 2.40737 -2.60673 3.23008 -0.06
C 1.92981 -2.08941 1.83988 -0.36
S 1.85309 -3.19987 0.33487 0.88
H -4.44951 0.87390 -3.07250 0.07
H -3.77481 0.99214 -1.16861 0.05
H -4.47893 -1.71909 -2.73687 0.11
H -2.75430 -3.93599 -2.17632 0.10
H -0.40966 -4.73848 -1.08020 0.09
H -1.60017 0.52673 -0.96594 0.09
H 2.95091 -0.71018 -0.53498 0.11
H 2.68011 1.07502 -0.20260 0.13
H 0.69090 0.77008 -2.30280 0.08
H 2.41554 1.39030 -2.47986 0.13
H 1.30959 -1.25822 -3.63103 0.11
H 2.83942 -1.53160 -2.63915 0.12
H 2.99966 -0.75699 -5.01012 0.09
H 1.15487 1.40468 2.69955 0.07
H 2.02416 0.55897 5.12370 0.08
H 2.83838 -2.08123 5.48487 0.09
H 2.72416 -3.68823 3.39203 0.08
N 0.13690 3.57833 4.67076 0.00
C -0.20070 4.32794 5.76610 -0.14
C -0.86258 5.44817 5.32549 -0.11
C -0.93204 5.36908 3.91263 -0.11
C -0.30979 4.20364 3.53682 -0.15
H 0.63550 2.70282 4.69516 0.11
H 0.05978 4.00108 6.76156 0.11
H -1.25444 6.23656 5.95108 0.09
H -1.38748 6.08523 3.24443 0.09
H -0.14558 3.76697 2.56276 0.10
N 0.41449 -4.33073 -5.45969 0.00
C 0.00419 -5.02487 -6.56701 -0.14
C -1.34749 -5.24050 -6.45497 -0.11
C -1.76967 -4.64971 -5.23791 -0.11
C -0.66154 -4.09343 -4.64655 -0.15
H 1.36020 -4.03946 -5.27287 0.14
H 0.70790 -5.30582 -7.33594 0.11
H -1.96442 -5.76424 -7.17028 0.09
H -2.77359 -4.63275 -4.83910 0.09
H -0.54595 -3.55236 -3.72063 0.07
N -4.47124 3.18571 0.52620 0.00
C -3.67117 4.29141 0.64347 -0.14
C -4.25484 5.31349 -0.06486 -0.11
C -5.45451 4.80774 -0.62545 -0.11
C -5.56343 3.49350 -0.24178 -0.15
H -4.28594 2.28649 0.94099 0.14
H -2.75770 4.25489 1.21796 0.09
H -3.86266 6.31466 -0.16705 0.09
H -6.16036 5.34602 -1.24085 0.09
H -6.32063 2.75227 -0.44900 0.11
N 0.78037 -6.28054 1.47349 0.00
C -0.15384 -7.13802 0.95734 -0.15
C -0.38124 -8.12634 1.88435 -0.12
C 0.44207 -7.85168 3.00345 -0.12
C 1.14534 -6.70525 2.72241 -0.14
H 1.14358 -5.46120 1.00612 0.04
H -0.57441 -6.97272 -0.02322 0.10
H -1.06541 -8.95426 1.76967 0.09
H 0.51232 -8.42810 3.91427 0.09
H 1.87305 -6.15751 3.30198 0.09
N -1.85575 3.33120 -3.63199 0.01
C -0.75176 2.67025 -4.10186 -0.14
C -0.07234 3.52096 -4.93898 -0.11
C -0.78963 4.74269 -4.97112 -0.11
C -1.88368 4.59706 -4.15299 -0.14
H -2.54034 2.94632 -3.00054 0.13
H -0.54704 1.65395 -3.80170 0.09
H 0.84039 3.28999 -5.46845 0.09
H -0.53360 5.63064 -5.53029 0.09
H -2.67792 5.28256 -3.89837 0.11
N 4.12198 3.79634 5.13779 0.01
C 3.84459 3.13250 3.97313 -0.16
C 4.85967 2.23966 3.73869 -0.12
C 5.78399 2.36212 4.80522 -0.11
C 5.30133 3.32909 5.65543 -0.14
H 3.54823 4.51486 5.54997 0.14
H 2.94964 3.35471 3.41121 0.09
H 4.92818 1.57097 2.89313 0.09
H 6.70010 1.80537 4.93726 0.09
H 5.69466 3.72402 6.57999 0.10

no.,LUMO energy (eV)
1,-0.12
2,-1.18
3,-0.81